Entry 1:
C7H13NS in the gas phase. Source: OMol25; level of theory: ωB97M-V with the def2-TZVPD basis set.

Output
**Max |F|**: 5.88 eV/Å
**Total charge**: 0
**Electronic energy**: -727.3071 Eh
**Molar mass**: 143.26 g mol⁻¹
**HOMO level**: -7.850 eV
**LUMO energy**: 0.02683 Eh
**Relative energy (zero: lowest compared OMol25 entry of this formula, charge and spin)**: 399.01 kJ/mol

```
22
C7H13NS ωB97M-V with the def2-TZVPD basis set
C -0.033 -0.238 0.969
C 1.009 -0.521 1.743
C -1.302 0.489 1.394
C -0.218 -0.735 -0.507
C -0.479 -2.270 -0.783
C 1.106 -0.458 -1.393
C -1.000 2.751 -0.363
N -1.296 -0.067 -1.166
S -1.915 1.063 -0.309
H 1.780 -0.964 1.231
H 1.003 -0.285 2.735
H -2.283 -0.098 1.685
H -1.016 1.366 2.054
H -1.025 -2.513 -1.735
H -1.160 -2.516 0.017
H 0.385 -2.820 -0.623
H 0.839 -0.821 -2.397
H 1.781 -1.116 -1.059
H 1.280 0.593 -1.161
H -1.129 3.170 -1.264
H 0.177 2.749 -0.192
H -1.397 3.379 0.312
```

Entry 2:
A gas-phase ion, C7H13O (charge -1). Source: OMol25; level of theory: ωB97M-V with the def2-TZVPD basis set.

Output
**Max |F|**: 5.81 eV/Å
**Total charge**: -1
**Electronic energy**: -349.6446 Eh
**Molar mass**: 113.18 g mol⁻¹
**SMILES string**: C/C=C(\C)CCC[O-]
**HOMO level**: -2.045 eV
**LUMO energy**: 0.12693 Eh
**Relative energy (zero: lowest compared OMol25 entry of this formula, charge and spin)**: 202.66 kJ/mol

```
21
C7H13O ωB97M-V with the def2-TZVPD basis set
C 1.780 0.065 2.635
C 1.443 0.429 1.099
C 0.789 -0.430 0.309
C 0.469 -1.866 0.605
C 0.037 0.272 -0.904
C -1.578 0.204 -1.056
C -1.952 1.177 -2.253
O -3.003 0.804 -2.804
H 2.767 -0.029 2.696
H 1.420 0.889 3.234
H 1.149 -0.803 2.765
H 1.843 1.444 0.813
H 1.364 -2.381 1.114
H 0.288 -2.370 -0.357
H -0.520 -1.877 1.215
H 0.218 1.328 -0.940
H 0.618 -0.029 -1.810
H -2.166 0.480 -0.237
H -1.848 -0.797 -1.487
H -1.114 1.430 -2.942
H -2.004 2.060 -1.694
```

Entry 3:
A molecular structure, C7H13O3Sn. Source: OMol25; level of theory: ωB97M-V with the def2-TZVPD basis set.

Output
**Max |F|**: 2.23 eV/Å
**Total charge**: +1
**Electronic energy**: -714.0305 Eh
**Molar mass**: 263.89 g mol⁻¹
**HOMO level**: -11.083 eV
**LUMO energy**: -0.31713 Eh

```
24
C7H13O3Sn ωB97M-V with the def2-TZVPD basis set
C 1.076 0.996 0.443
C -0.437 0.852 0.043
C -0.748 1.485 -1.362
C -1.000 -0.585 0.242
C -1.136 -0.880 1.785
C -0.142 -1.687 -0.454
O 0.413 -1.271 -1.688
C 1.761 -1.087 -1.649
O 2.255 -0.435 -2.565
O 2.538 -1.531 -0.772
H 1.492 0.046 0.863
H 1.707 1.216 -0.451
H 1.216 1.805 1.219
H -1.012 1.515 0.772
H -1.850 1.397 -1.489
H -0.245 0.955 -2.189
H -0.537 2.576 -1.339
H -2.011 -0.603 -0.224
H -1.615 0.018 2.250
H -1.805 -1.748 1.928
H -0.132 -1.017 2.241
H -0.841 -2.528 -0.675
H 0.565 -2.084 0.300
Sn 0.488 2.594 2.769
```